Molecular formula: C3H4OS2
Method: DFT, ωB97M-V with the def2-TZVPD basis set

ORCA input file:
```
! wB97M-V def2-TZVPD RIJCOSX def2/J DEFGRID3
* xyz 0 1
C 0.353 -1.764 -0.599
C 0.806 0.584 0.177
C -0.588 1.323 -0.023
O 1.117 0.010 1.189
S 0.732 -3.158 0.319
S -1.221 -2.230 -0.144
H 1.495 0.796 -0.751
H -1.292 0.723 0.396
H -0.772 1.447 -1.054
H -0.630 2.270 0.490
*
```

Summary:
HOMO-LUMO gap (eV): 8.03
Highest occupied orbital energy (eV): -9.34
Relative energy (zero: lowest compared OMol25 entry of this formula, charge and spin) (kcal/mol): 97.9
LUMO level (eV): -1.312
E (Eh): -988.176108